{"formula": "C29H80N14O13", "method": "ωB97M-V/def2-TZVPD", "total_charge": -1, "multiplicity": 2, "gap_ev": [1.6, 8.5], "species": ["O", "O", "O", "O", "O", "O", "O", "O", "O", "O", "O", "O", "O", "N", "N", "N", "N", "N", "N", "N", "N", "N", "N", "N", "N", "N", "N", "C", "C", "C", "C", "C", "C", "C", "C", "C", "C", "C", "C", "C", "C", "C", "C", "C", "C", "C", "C", "C", "C", "C", "C", "C", "C", "C", "C", "C", "H", "H", "H", "H", "H", "H", "H", "H", "H", "H", "H", "H", "H", "H", "H", "H", "H", "H", "H", "H", "H", "H", "H", "H", "H", "H", "H", "H", "H", "H", "H", "H", "H", "H", "H", "H", "H", "H", "H", "H", "H", "H", "H", "H", "H", "H", "H", "H", "H", "H", "H", "H", "H", "H", "H", "H", "H", "H", "H", "H", "H", "H", "H", "H", "H", "H", "H", "H", "H", "H", "H", "H", "H", "H", "H", "H", "H", "H", "H", "H"], "positions_angstrom": [[-33.641260, -13.954880, 17.197630], [-29.019040, -14.986910, 18.093980], [-28.331500, -13.120610, 14.427410], [-26.912190, -10.715580, 10.885740], [-26.730260, -7.000410, 21.909730], [-30.439360, -9.055540, 17.016200], [-30.864740, -9.792020, 22.614840], [-25.055850, -13.361560, 18.298900], [-26.139360, -8.891940, 16.700520], [-21.568180, -12.885080, 13.908140], [-26.437940, -5.894120, 11.833970], [-26.718560, -5.750390, 17.762760], [-23.876870, -10.548690, 14.832660], [-25.186310, -6.333170, 16.245180], [-25.776690, -11.012750, 16.788780], [-25.305260, -4.298760, 16.719040], [-21.721630, -10.455260, 15.388640], [-22.114080, -13.702330, 11.943090], [-31.415610, -11.674210, 21.459500], [-31.153170, -12.852320, 18.749780], [-28.699170, -7.630070, 19.244080], [-27.257570, -10.182400, 18.160600], [-30.229350, -10.241800, 20.444790], [-23.582350, -12.648760, 13.002490], [-23.076570, -9.099170, 16.274130], [-25.874260, -14.520540, 15.763550], [-28.191140, -8.500700, 12.496480], [-28.165460, -9.931270, 12.847920], [-29.755660, -7.165410, 18.295700], [-24.225740, -14.290690, 17.646570], [-27.818730, -15.701410, 18.364690], [-25.807090, -5.446580, 16.979020], [-29.556020, -12.873880, 13.867040], [-27.860420, -7.760450, 21.553710], [-26.956610, -10.682120, 12.342780], [-30.839550, -10.522670, 21.614620], [-26.024970, -7.647720, 23.005730], [-22.369380, -13.124900, 13.026940], [-27.183920, -6.213650, 13.053330], [-24.436640, -14.293760, 16.152610], [-29.631130, -7.836980, 16.949350], [-28.863020, -13.523130, 18.358400], [-22.937660, -10.090870, 15.495550], [-26.406070, -9.958880, 17.190740], [-27.309870, -7.719700, 13.405480], [-30.063100, -12.702290, 17.854750], [-27.573250, -14.230000, 13.999490], [-28.826340, -7.058470, 20.566000], [-33.040070, -12.666180, 17.051730], [-25.142230, -6.403480, 11.666740], [-30.289620, -9.897830, 15.865240], [-25.961200, -11.688990, 10.412110], [-32.302440, -12.090120, 18.314250], [-24.980400, -13.125070, 19.688150], [-34.342160, -14.360010, 16.005920], [-26.067010, -14.074800, 14.383830], [-25.723950, -11.512280, 9.363020], [-26.657260, -5.742970, 13.883510], [-29.846410, -7.079170, 20.949580], [-25.527790, -7.281710, 16.306480], [-29.964340, -11.954140, 14.285900], [-22.838410, -13.992940, 11.302010], [-28.653830, -5.982460, 20.589200], [-29.231050, -10.148900, 15.798210], [-24.763780, -5.973340, 15.401330], [-28.999660, -10.337030, 12.275580], [-25.127280, -14.043960, 20.255740], [-22.312790, -8.725570, 16.819240], [-25.841560, -11.895700, 17.274880], [-25.865870, -13.004130, 14.347810], [-28.122120, -5.659130, 13.072970], [-30.727430, -7.280790, 18.775740], [-25.678500, -3.531270, 17.259190], [-27.703220, -7.735420, 14.421910], [-32.034950, -12.033730, 22.171720], [-27.000360, -15.153090, 17.898070], [-24.428590, -4.188890, 16.229690], [-29.779940, -6.093230, 18.100900], [-26.316350, -7.279300, 23.989330], [-27.778120, -8.390040, 11.581460], [-30.050310, -7.194630, 16.174890], [-26.518930, -14.013150, 16.352670], [-27.895650, -16.689760, 17.911550], [-26.275190, -12.730020, 10.487990], [-25.789320, -12.455770, 19.981050], [-26.327490, -8.187560, 13.469820], [-24.029720, -12.671730, 19.968870], [-27.883510, -15.245600, 14.245260], [-27.970430, -13.079780, 17.917000], [-25.257070, -10.921110, 15.927570], [-23.838600, -15.144390, 15.825670], [-35.187790, -15.017770, 16.206800], [-28.600620, -8.046060, 16.662230], [-27.604670, -8.753430, 21.184000], [-31.423440, -13.822930, 18.679240], [-23.165770, -14.097170, 17.811270], [-32.348980, -12.743400, 16.212370], [-25.159320, -7.487010, 11.784120], [-29.711300, -9.374890, 20.459000], [-27.023350, -11.661600, 12.816340], [-26.040870, -10.271960, 12.768550], [-25.463030, -14.569960, 13.623490], [-29.462610, -12.627070, 12.809460], [-32.889900, -12.077660, 19.232310], [-23.756670, -12.047190, 13.794850], [-24.382900, -15.309910, 17.999520], [-23.984070, -13.408080, 15.706690], [-32.134280, -11.015960, 18.236870], [-28.269040, -10.058880, 13.925460], [-27.831710, -9.398890, 18.437330], [-26.144290, -8.731120, 23.016610], [-21.179630, -14.079680, 11.876040], [-29.939750, -11.651830, 17.591270], [-28.399210, -8.048260, 22.456460], [-23.983620, -8.813870, 16.614670], [-27.825290, -7.239990, 18.921180], [-34.800810, -13.538940, 15.454930], [-30.671190, -9.307270, 15.032330], [-33.736540, -14.828320, 15.230020], [-24.782830, -6.110930, 10.680160], [-33.703920, -11.870780, 16.712990], [-30.873890, -10.817990, 15.869680], [-21.066450, -9.978150, 15.991300], [-21.555740, -11.232710, 14.765620], [-31.349480, -12.183250, 20.589680], [-30.280910, -10.945980, 19.722600], [-28.633050, -13.449740, 19.421330], [-30.305270, -13.640090, 14.066180], [-25.030220, -11.575390, 10.967500], [-24.150050, -12.792100, 12.179530], [-30.234160, -13.127500, 16.865790], [-24.971080, -7.417350, 22.849670], [-27.604230, -15.769470, 19.431210], [-27.359570, -11.065710, 18.639610], [-24.472080, -5.913650, 12.373180], [-27.639220, -14.260250, 12.911910]], "forces_ev_per_a": [[-0.641, 0.391, -0.331], [-0.222, 2.110, -0.054], [1.147, -0.163, 1.947], [-0.002, -0.526, 1.163], [0.565, -0.666, 0.817], [0.252, -0.397, 0.142], [0.119, -0.527, -0.721], [-0.877, 0.595, -0.224], [-0.348, 3.438, -1.039], [1.833, 0.242, 2.212], [-1.913, 0.242, 0.144], [0.286, 1.033, 0.007], [-0.740, -0.697, -0.298], [1.249, -2.789, -1.711], [1.329, -3.054, -1.089], [0.642, 6.246, 0.507], [3.784, -1.583, -0.529], [3.568, -3.947, -4.860], [-2.776, -3.730, 1.551], [-0.445, 0.183, -0.257], [-0.915, 0.526, -0.795], [-2.457, 0.685, 2.290], [1.004, 1.569, 0.153], [-2.503, 1.048, 1.588], [-1.719, 5.199, 4.511], [1.901, -0.472, -0.368], [0.695, 0.911, 1.195], [-0.021, 0.679, -1.688], [0.667, 0.295, 0.553], [0.476, -0.531, 0.204], [0.008, 0.791, -0.400], [-2.253, -3.497, 1.439], [-0.858, 0.525, -0.504], [-1.261, -0.219, 0.453], [0.307, -0.288, -0.128], [0.727, 2.262, 0.451], [0.141, 0.668, -0.975], [-1.159, 2.261, 1.490], [1.586, -0.538, -0.142], [-1.242, -0.151, 0.324], [-1.446, -1.111, 0.145], [0.521, -0.664, -0.019], [-2.098, -1.186, -2.434], [0.693, -1.282, 0.194], [-0.581, 0.564, -0.671], [1.450, -1.413, -0.660], [1.320, -0.105, -1.610], [0.385, 0.232, 1.120], [0.722, 0.739, 0.096], [-0.377, 0.087, 0.548], [0.157, 1.476, 0.294], [0.114, 0.681, 0.181], [-1.624, -1.027, 0.344], [0.282, -0.543, -0.187], [-0.169, 0.426, -0.237], [-2.345, 0.650, 0.427], [-0.241, 0.281, 0.012], [0.445, -0.086, 0.303], [-0.214, -0.765, -0.088], [-0.053, -0.290, -0.320], [0.206, 0.034, 0.320], [-0.003, -0.200, -0.306], [0.549, 0.297, -0.135], [0.072, -0.164, -0.498], [-0.010, -0.747, 0.064], [-0.369, -0.375, 0.498], [0.117, -0.244, 0.072], [-0.155, -0.216, -0.196], [0.144, -0.004, -0.294], [0.214, 0.203, -0.410], [-0.189, -0.395, -0.826], [-0.139, -0.787, -0.197], [0.338, 0.137, -0.262], [-0.207, -0.156, 0.083], [0.268, 0.153, -0.074], [0.228, -0.361, 0.029], [-0.367, 0.043, 0.336], [0.768, 0.448, 0.164], [-0.325, 0.230, -0.055], [-0.163, -0.155, -0.423], [-0.128, 0.086, -0.183], [0.187, 0.329, 0.078], [-0.085, 0.093, 0.110], [-0.393, -0.087, 0.307], [0.014, 0.127, -0.263], [0.355, 0.154, 0.104], [0.146, 0.030, 0.024], [-0.666, 0.115, 0.932], [0.331, -0.589, -0.746], [0.564, -0.138, -0.096], [-0.056, -0.032, -0.400], [0.339, -0.178, 0.632], [0.213, -0.146, 0.225], [0.508, -0.036, -0.657], [-0.135, -0.385, 0.505], [0.205, 0.348, 0.209], [0.551, 0.026, -0.008], [0.502, -0.075, -0.071], [0.168, -0.336, -1.022], [0.000, -0.554, -0.515], [0.390, 0.297, -0.272], [0.180, -0.284, 0.397], [-0.109, -0.515, -0.445], [-1.170, -0.290, -0.392], [-0.903, 0.504, -0.320], [-0.406, -0.160, 0.418], [-0.206, 0.281, -0.139], [0.669, -0.011, -0.726], [-0.096, -0.056, -0.141], [-0.157, 0.001, 0.627], [-0.113, -0.074, -0.275], [-0.253, -0.238, -0.432], [0.862, 0.116, 0.766], [-0.385, 0.407, 0.353], [-0.257, -0.132, -0.363], [0.443, -0.047, -0.650], [0.023, 0.627, 0.370], [0.454, -0.165, -0.623], [0.630, -0.271, 0.382], [-0.275, -0.199, -0.103], [-0.819, -0.210, 0.146], [-0.170, 0.177, 0.727], [0.354, -0.765, -0.582], [0.806, -0.672, -0.140], [0.150, -0.229, 0.022], [0.531, 0.765, -0.200], [-0.612, 0.269, 0.417], [-0.011, -0.422, -0.250], [0.128, 0.028, -0.057], [-0.245, 0.235, 0.402], [-0.321, -0.316, -0.350], [0.010, -0.035, 0.100], [-0.161, -0.117, 0.268], [0.015, 0.278, -0.381], [0.338, -0.269, 0.393], [0.216, 0.210, -0.471]]}